Computed, not measured: a cluster of 2 separate species, C22H40N3O6S in total in a non-equilibrium geometry, with the ωB97M-V functional and the def2-TZVPD basis.

Geometry (Å):
C: 3.37533 2.46242 -0.72101
C: 1.92289 2.74564 -1.42973
C: 1.48783 4.29282 -0.96788
C: 0.70742 1.76574 -0.92985
C: 0.83761 1.28671 0.64900
C: 0.46889 0.43395 -1.87939
O: 0.81396 0.62835 -3.29598
C: 0.98421 -0.64427 -4.01355
O: 0.45387 -0.45499 -5.37804
C: 1.52943 -0.81993 -6.31629
O: 1.32082 -1.17731 -7.60188
C: 2.95017 -0.76595 -5.50047
S: 4.31514 -1.59726 -6.47663
C: 3.62952 0.68010 -5.11646
C: 3.54077 1.81974 -6.29156
N: 2.39851 2.40142 -6.78696
C: 2.50166 -1.34750 -4.03498
C: 2.11283 -2.92941 -3.85159
O: 3.08622 -3.88209 -4.40712
N: 3.85825 -4.37597 -3.42350
O: 5.02449 -4.00731 -3.63361
H: 3.41109 2.92850 0.37632
H: 4.18365 3.06144 -1.36275
H: 3.69295 1.33195 -0.72657
H: 2.07653 2.80063 -2.58870
H: 2.38389 4.91066 -0.53770
H: 0.68980 4.15531 -0.11861
H: 0.99015 4.85405 -1.88758
H: -0.29537 2.40211 -0.98563
H: 1.28984 0.19436 0.62963
H: -0.27137 1.15691 1.06827
H: 1.48377 2.00437 1.31129
H: 0.97230 -0.54663 -1.44450
H: -0.70459 0.22523 -1.84036
H: 0.15080 -1.32629 -3.51603
H: 5.21114 -2.09288 -5.50677
H: 4.78965 0.46161 -4.93876
H: 3.24931 1.13296 -4.08552
H: 4.56961 2.22745 -6.73833
H: 1.59368 1.97046 -6.28133
H: 3.03102 -0.91855 -3.07327
H: 2.09157 -3.13016 -2.67493
H: 1.02658 -3.21330 -4.22906
C: -3.14419 -3.05084 4.02150
C: -3.52590 -1.61919 3.58517
C: -4.80525 -1.16722 4.33696
C: -4.62029 -0.87975 5.82305
C: -3.21222 -0.42849 6.19066
C: -2.39974 0.18775 5.02311
N: -2.35084 -0.79562 3.92648
O: -1.62435 -0.35515 2.83004
C: -0.96105 0.40977 5.56375
C: -2.98959 1.56679 4.64953
C: -3.92053 -1.68434 2.08133
H: -2.26523 -3.40970 3.47625
H: -3.96003 -3.75818 3.82794
H: -2.91077 -3.10699 5.08866
H: -5.20370 -0.26239 3.86153
H: -5.59935 -1.92041 4.22373
H: -5.34581 -0.11409 6.12511
H: -4.86941 -1.77324 6.40748
H: -3.27129 0.27297 7.03325
H: -2.67091 -1.29981 6.58161
H: -0.47755 -0.54546 5.80210
H: -0.97441 1.00849 6.48316
H: -0.32551 0.93891 4.84377
H: -2.98159 2.23649 5.51958
H: -4.02463 1.51028 4.29981
H: -2.40559 2.06112 3.86590
H: -4.76913 -2.36442 1.93027
H: -3.10527 -2.06170 1.45464
H: -4.22168 -0.70066 1.70202

Values from the calculation:
Total energy, eV: -51040.827
Multiplicity: 1
Strongest force on any atom, eV/Å: 9.51
Lowest unoccupied orbital energy, eV: 0.63
Charge: -1
ΔE to the lowest compared entry with this formula, charge and spin, kcal per mole: 174.59